# 1
The following is a quantum chemistry calculation of C48H46AsFN2NaP2Si as an isolated structure, from the Open Molecules 2025 dataset.

Last column: Mulliken charge in e.
CARTESIAN COORDINATES (ANGSTROEM)
Na: 0.6048 0.8470 0.6020  0.281
C: -1.8069 -2.0164 -0.1418  -0.718
Si: -0.0135 -2.1008 0.4999  1.583
C: 0.8746 -2.4826 -1.1621  0.917
C: 1.3982 -3.7634 -1.3654  -0.236
C: 1.8520 -4.1894 -2.6103  -1.005
C: 1.7688 -3.3390 -3.7002  -0.912
C: 1.2683 -2.0536 -3.5221  -0.530
C: 0.8521 -1.6020 -2.2699  -0.890
P: 0.3039 0.1499 -2.0486  2.206
C: 1.6711 1.2458 -2.6190  0.661
C: 2.8455 0.8164 -3.2261  -0.661
C: 3.8434 1.7237 -3.5621  -0.623
C: 3.6906 3.0784 -3.2911  -0.674
C: 2.5302 3.5191 -2.6692  -0.569
C: 1.5367 2.6068 -2.3340  -0.499
C: -0.7688 0.2840 -3.5910  -0.293
C: -1.8127 -0.6383 -3.7453  -0.293
C: -2.7610 -0.5077 -4.7497  -0.794
C: -2.6940 0.5570 -5.6425  -0.506
C: -1.6622 1.4738 -5.5187  -0.688
C: -0.7128 1.3390 -4.5063  -0.346
C: 0.1494 -3.6289 1.6137  0.301
C: -0.1091 -4.9953 1.4586  -0.538
C: 0.1717 -5.8812 2.4911  -0.901
C: 0.7164 -5.4106 3.6834  -0.789
C: 0.9789 -4.0559 3.8577  -0.994
C: 0.7033 -3.1655 2.8223  -0.492
P: 0.8404 -1.2747 2.7058  3.599
C: 2.5757 -1.0901 2.0288  0.030
C: 3.2755 -2.1111 1.3947  -0.333
C: 4.5335 -1.8775 0.8491  -0.722
C: 5.1136 -0.6202 0.9346  -0.681
C: 4.4334 0.4042 1.5807  -0.939
C: 3.1797 0.1634 2.1220  0.137
C: 1.3699 -1.0796 4.5628  -0.080
C: 0.4321 -0.7645 5.5498  -0.419
C: 0.7667 -0.7190 6.8982  -0.868
C: 2.0674 -0.9901 7.3051  -0.516
C: 3.0185 -1.3066 6.3446  -0.805
C: 2.6691 -1.3486 4.9970  -0.397
H: -2.0115 -2.9446 -0.6918  0.324
H: -1.9241 -1.1784 -0.8362  -0.465
H: -2.5483 -1.8943 0.6482  0.559
H: 1.4528 -4.4523 -0.5293  0.422
H: 2.2531 -5.1902 -2.7272  0.410
H: 2.0940 -3.6663 -4.6817  0.372
H: 1.2051 -1.3872 -4.3758  0.549
H: 3.0040 -0.2388 -3.4113  0.425
H: 4.7551 1.3649 -4.0273  0.398
H: 4.4731 3.7802 -3.5509  0.350
H: 2.4015 4.5691 -2.4359  0.447
H: 0.6380 2.9570 -1.8353  0.239
H: -1.8803 -1.4814 -3.0650  0.236
H: -3.5575 -1.2379 -4.8352  0.433
H: -3.4365 0.6666 -6.4242  0.360
H: -1.5881 2.3018 -6.2146  0.413
H: 0.0810 2.0693 -4.4384  0.383
H: -0.5431 -5.3727 0.5366  0.454
H: -0.0362 -6.9390 2.3730  0.392
H: 0.9363 -6.1075 4.4843  0.393
H: 1.3944 -3.7053 4.7943  0.400
H: 2.8369 -3.0998 1.3130  0.250
H: 5.0579 -2.6825 0.3472  0.383
H: 6.0891 -0.4374 0.4978  0.340
H: 4.8757 1.3907 1.6498  0.426
H: 2.6610 0.9621 2.6429  0.199
H: -0.5916 -0.5416 5.2662  0.308
H: 0.0088 -0.4687 7.6321  0.410
H: 2.3358 -0.9511 8.3548  0.365
H: 4.0387 -1.5243 6.6409  0.392
H: 3.4343 -1.6075 4.2731  0.394
C: -1.7646 4.5782 0.1329  -1.416
As: -1.6359 2.6413 0.4044  0.756
C: -2.9241 2.5265 1.8620  -1.187
C: -2.8392 1.9814 -1.0435  0.497
C: -3.8791 2.9428 -1.5227  -0.067
C: -5.1467 2.9976 -0.9452  -0.095
C: -6.0911 3.9222 -1.3770  -0.816
C: -5.7860 4.8082 -2.4015  -0.401
C: -4.5284 4.7550 -2.9942  -0.748
C: -3.5890 3.8328 -2.5582  0.117
H: -2.8042 4.8871 0.0325  0.378
H: -1.2100 4.8873 -0.7531  0.320
H: -1.3241 5.0590 1.0063  0.440
H: -3.8802 2.9547 1.5565  0.513
H: -2.5229 3.0688 2.7164  0.404
H: -3.0424 1.4809 2.1521  0.200
H: -3.2911 1.0857 -0.6137  0.547
H: -2.2038 1.6624 -1.8649  -1.238
H: -5.3969 2.2986 -0.1543  0.448
H: -7.0702 3.9452 -0.9141  0.382
H: -6.5220 5.5258 -2.7427  0.375
H: -4.2812 5.4328 -3.8025  0.406
H: -2.6137 3.7845 -3.0329  0.396
N: -2.2857 -0.8289 2.7547  -0.899
C: -1.0448 -0.6530 2.9154  -0.398
H: -2.5404 -1.7703 3.0661  0.343
N: -0.0763 1.6000 3.2075  -0.596
C: -0.0603 0.4187 2.7103  -0.315
H: 0.8617 2.0047 3.2440  0.395
F: 1.8885 0.0208 -0.4415  -0.707

Summary:
ΔE to the lowest compared entry with this formula, charge and spin ... 226.7 kJ/mol
Largest force on an atom ... 2.06 eV/Å
Charge ... -1
LUMO level ... 2.012 eV
Kohn-Sham gap ... 6.25 eV
HOMO level ... -0.1557 Ha


# 2
The following is a quantum chemistry calculation of C15H24F2N11Ru as an isolated structure, from the Open Molecules 2025 dataset.

Last column: Mulliken charge in e.
CARTESIAN COORDINATES (ANGSTROEM)
Ru: -0.9781 0.3204 1.1896  0.270
C: 0.4916 -3.3265 -0.2016  -1.542
C: 1.5617 -2.4245 0.4142  0.339
C: 1.1555 -1.9738 1.8121  -0.928
C: 1.9816 -1.3224 -0.5295  0.733
C: 3.2992 -1.2218 -0.9341  -1.043
C: 3.6921 -0.2943 -1.8951  -1.018
C: 2.7557 0.5361 -2.5005  -1.016
C: 1.4239 0.5182 -2.1288  0.963
C: 0.4158 1.3789 -2.8538  0.302
C: -0.2372 2.4441 -1.9730  -1.159
C: -0.6300 0.5259 -3.5721  -1.506
C: 1.0592 -0.3790 -1.0803  0.527
N: -0.1576 -0.2989 -0.5405  -0.295
H: 0.3490 -4.2045 0.4291  0.464
H: 0.7877 -3.6694 -1.1926  0.365
H: -0.4707 -2.8203 -0.2875  0.195
H: 2.4631 -3.0329 0.5369  0.633
H: 0.2012 -1.4170 1.8177  0.065
H: 1.9120 -1.3615 2.3042  0.368
H: 0.9620 -2.8438 2.4406  0.496
H: 4.0284 -1.9093 -0.5234  0.462
H: 4.7285 -0.2442 -2.1983  0.435
H: 3.0709 1.2150 -3.2829  0.461
H: 0.9946 1.9110 -3.6143  0.499
H: -0.8264 2.0102 -1.1628  0.105
H: -0.9122 3.0504 -2.5782  0.512
H: 0.5096 3.1106 -1.5355  0.220
H: -1.2468 -0.0246 -2.8595  0.233
H: -0.1644 -0.1956 -4.2426  0.368
H: -1.2900 1.1615 -4.1623  0.458
N: -4.4539 -3.7304 0.6846  -0.555
N: -4.0122 -2.4361 0.9337  1.060
N: -4.8464 -1.4547 1.1674  -0.962
C: -4.0136 -0.4247 1.2458  -0.342
N: -2.7505 -0.8054 1.0504  0.171
N: -2.7666 -2.1177 0.8528  -0.286
H: -5.2912 -3.8592 1.2471  0.315
H: -3.7083 -4.3553 0.9786  0.298
H: -4.3131 0.5859 1.4588  0.438
N: 0.9376 5.1425 1.3699  -0.597
N: 1.0802 3.7670 1.3022  1.194
N: 2.2578 3.1939 1.2869  -0.913
C: 1.9193 1.9073 1.3178  -0.349
N: 0.6009 1.7516 1.3611  0.217
N: 0.0661 2.9735 1.3457  -0.590
H: 1.7009 5.5503 0.8389  0.310
H: 0.0223 5.3723 0.9965  0.310
H: 2.6301 1.0996 1.3084  0.574
F: -1.6998 -0.5333 3.8716  -0.282
C: -1.3149 0.6119 3.2251  0.037
F: -2.4172 1.4483 3.2096  -0.279
H: -0.5573 1.0944 3.8518  0.268

Summary:
ΔE to the lowest compared entry with this formula, charge and spin ... 152.8 kJ/mol
Largest force on an atom ... 3.41 eV/Å
Charge ... +1
LUMO level (alpha / beta) ... -5.045 / -5.074 eV
Kohn-Sham gap (alpha / beta) ... 5.95 / 5.90 eV
HOMO level (alpha / beta) ... -0.4040 / -0.4033 Ha


# 3
The following is a quantum chemistry calculation of an isolated ion of composition C12H26N3 and charge +1, from the Open Molecules 2025 dataset.

Last column: Mulliken charge in e.
CARTESIAN COORDINATES (ANGSTROEM)
C: 0.7067 -3.8449 -0.4260  -1.470
C: 1.0504 -2.6230 0.4292  0.608
C: 2.5104 -2.1829 0.6658  -1.423
C: 0.3705 -1.4749 -0.3699  -0.595
N: -1.1132 -1.5023 -0.2042  -0.278
C: -1.6546 -0.3101 -0.6695  -0.315
C: -2.9860 0.2595 -0.3307  0.240
C: -3.4567 0.1380 1.1315  -1.434
C: -3.0653 1.7531 -0.6132  -1.211
N: -0.4273 0.6457 0.1028  0.228
C: 0.6787 1.1184 -0.6229  -0.257
C: 1.5449 2.2877 -0.1662  0.213
C: 1.5807 2.4353 1.3891  -1.248
C: 2.9218 2.3805 -0.9880  -1.491
N: 0.7097 -0.1035 0.1777  -0.350
H: 1.0398 -4.8161 0.0370  0.392
H: 1.2983 -3.9008 -1.3192  0.386
H: -0.3270 -3.9703 -0.6240  0.419
H: 0.6459 -2.7891 1.3640  0.337
H: 2.5493 -1.3432 1.2763  0.313
H: 2.9565 -1.9494 -0.3190  0.342
H: 3.0712 -3.0321 1.0189  0.433
H: 0.7391 -1.4852 -1.3551  0.382
H: -1.4245 -1.8529 0.6990  0.376
H: -1.4444 -0.1464 -1.7171  0.338
H: -3.6970 -0.2764 -0.9314  0.473
H: -2.7540 0.3808 1.9639  0.305
H: -3.6528 -0.8632 1.4765  0.441
H: -4.4285 0.5378 1.1448  0.443
H: -2.7351 2.0090 -1.5914  0.432
H: -2.2435 2.3409 -0.1519  0.289
H: -4.1472 2.1019 -0.5221  0.347
H: -0.7732 1.1466 0.9033  0.488
H: 0.5320 1.1400 -1.7630  0.316
H: 1.0595 3.1536 -0.6262  0.328
H: 0.5992 2.8209 1.6586  0.324
H: 2.4090 3.1797 1.5749  0.414
H: 1.7548 1.3981 1.8454  0.251
H: 3.2427 3.3648 -1.1137  0.453
H: 2.6612 2.0232 -1.9797  0.403
H: 3.6982 1.8511 -0.4544  0.359

Summary:
Structure (SMILES) ... CC(C)[C@H]1N[C@@H](C(C)C)[N@@H+]2[C@@H](C(C)C)N12
ΔE to the lowest compared entry with this formula, charge and spin ... 319.6 kJ/mol
Largest force on an atom ... 3.68 eV/Å
Charge ... +1
LUMO level ... -2.253 eV
Kohn-Sham gap ... 11.65 eV
HOMO level ... -0.5111 Ha


Q: Which value of ΔE to the lowest compared entry with this formula, charge and spin does entry 3 give?
A: 319.6 kJ/mol